Record 1
{"formula": "C4H4MgO", "method": "ωB97M-V/def2-TZVPD", "elements": ["O", "C", "C", "C", "C", "H", "H", "H", "H", "Mg"], "coordinates": [[-0.332, 1.591, -0.048], [0.232, 0.939, -1.091], [0.525, -0.462, -0.769], [1.200, -1.711, -0.480], [0.035, -1.237, 0.315], [1.388, 1.004, -1.379], [-0.280, 1.011, -2.073], [2.211, -1.716, -0.035], [1.074, -2.553, -1.185], [-0.904, 0.403, 1.360]], "forces_ev_per_angstrom": [[-0.15, -0.26, 0.54], [2.01, -1.15, -1.41], [-1.71, -1.29, 1.28], [-0.18, -0.41, -0.70], [0.68, 0.99, 0.28], [-1.36, 1.74, 0.65], [0.29, 0.20, 0.33], [-0.26, -0.01, -0.06], [0.11, 0.19, 0.26], [0.57, 0.01, -1.18]], "mulliken_spin": [0.047, 0.028, 0.286, -0.065, 0.446, 0.052, 0.020, 0.096, 0.091, -0.001], "spin_multiplicity": 2, "total_energy_ev": -11692.793, "total_charge": 1, "gap_ha": [0.2892, 0.2570], "lumo_ev": [-6.077, -7.101], "homo_energy_ha": [-0.5126, -0.5180], "s2": 0.754}

---

Record 2
{"formula": "C4H4MgO5", "method": "ωB97M-V/def2-TZVPD", "elements": ["O", "C", "O", "O", "C", "H", "C", "H", "H", "H", "C", "O", "O", "Mg"], "coordinates": [[-0.414, -0.375, 0.961], [0.232, 0.600, 1.261], [0.245, 1.387, 2.181], [1.672, 0.910, 0.199], [2.384, -0.320, -0.158], [2.135, -1.059, 0.623], [1.832, -0.848, -1.476], [0.732, -0.956, -1.474], [2.078, -0.191, -2.326], [2.261, -1.842, -1.685], [2.466, 2.451, -0.515], [3.668, 2.258, -0.534], [1.659, 3.230, -0.917], [4.503, 0.202, -0.101]], "forces_ev_per_angstrom": [[1.25, 0.47, -1.27], [-1.19, -0.05, 2.29], [0.83, 0.14, -1.44], [0.35, 0.12, -0.26], [-0.64, 0.23, 0.23], [0.10, 0.27, -0.13], [-0.09, -0.14, -0.36], [0.33, 0.08, 0.20], [0.03, -0.13, 0.17], [-0.03, 0.19, -0.03], [-0.74, 0.07, -0.98], [0.12, -0.79, 0.64], [0.19, -1.01, 1.03], [-0.51, 0.54, -0.10]], "mulliken_spin": [0.003, 0.002, 0.004, 0.005, 0.159, 0.027, 0.020, 0.005, -0.004, 0.001, 0.058, -0.057, -0.005, 0.781], "spin_multiplicity": 2, "total_energy_ev": -19895.547, "e_above_lowest_kj_mol": 56.0, "total_charge": -1, "gap_ha": [0.2091, 0.2562], "lumo_ev": [2.999, 2.461], "homo_energy_ha": [-0.0989, -0.1658], "s2": 0.754}

---

Record 3
{"formula": "C4H4MnO", "method": "ωB97M-V/def2-TZVPD", "elements": ["O", "C", "C", "C", "C", "H", "H", "H", "Mn", "H"], "coordinates": [[1.739, 0.412, 0.967], [0.706, 0.201, 0.326], [-0.548, 0.895, 0.531], [-1.654, 0.205, 0.831], [-2.396, -0.638, 1.483], [0.608, -0.761, -0.216], [-0.493, 1.965, 0.752], [-3.239, -1.140, 1.004], [3.163, -0.928, 1.726], [-1.864, -1.257, 2.308]], "forces_ev_per_angstrom": [[5.05, 0.64, 2.72], [-4.70, -2.08, -2.60], [1.08, 0.31, 0.91], [0.11, 0.50, -0.61], [0.92, -2.00, 0.27], [-0.04, 0.17, 0.10], [-0.05, -0.23, 0.22], [-0.06, 0.20, 0.32], [-1.12, 1.14, -0.70], [-1.21, 1.34, -0.63]], "mulliken_spin": [0.156, 0.457, -0.220, 0.532, -0.042, 0.024, -0.008, 0.030, 4.053, 0.017], "spin_multiplicity": 6, "total_energy_ev": -37572.719, "total_charge": 0, "gap_ha": [0.1033, 0.1936], "lumo_ev": [-1.739, -1.840], "homo_energy_ha": [-0.1672, -0.2612], "s2": 8.814}

---

Record 4
{"formula": "C4H4MnO12", "method": "ωB97M-V/def2-TZVPD", "elements": ["Mn", "O", "C", "O", "O", "H", "O", "C", "O", "O", "H", "O", "C", "O", "O", "H", "O", "C", "O", "O", "H"], "coordinates": [[0.209, 0.162, 0.366], [3.082, -0.732, 2.839], [2.042, -0.433, 2.037], [0.993, 0.085, 2.475], [2.157, -0.606, 0.790], [3.648, -0.950, 2.061], [-1.393, 3.736, 1.116], [-0.857, 2.501, 0.924], [0.345, 2.318, 0.589], [-1.554, 1.480, 1.040], [-0.636, 4.317, 0.957], [-0.970, -3.594, -0.746], [-1.172, -2.936, 0.418], [-1.505, -3.542, 1.451], [-0.846, -1.697, 0.387], [-0.795, -2.774, -1.267], [-0.628, 1.492, -3.373], [-0.355, 0.257, -2.840], [0.338, 0.300, -1.798], [-0.833, -0.781, -3.344], [-1.271, 1.396, -4.083]], "forces_ev_per_angstrom": [[-0.96, -0.51, -0.52], [0.84, -0.39, -1.32], [-3.10, 1.70, -0.45], [0.72, -0.46, 1.24], [1.70, -0.77, -0.19], [0.55, -0.26, 1.14], [0.56, 0.23, 0.01], [0.61, -2.99, -0.57], [0.85, 2.53, -0.04], [-1.81, 0.52, 0.45], [-0.12, 0.08, 0.01], [-0.30, 0.86, -0.92], [0.91, 0.71, 3.25], [-0.27, -0.28, -1.21], [-0.36, -0.03, -0.53], [0.17, -0.87, -0.60], [-0.06, 0.74, -0.44], [-0.42, -2.02, 1.19], [0.39, 0.55, 0.11], [0.02, 1.09, -0.63], [0.07, -0.44, 0.02]], "mulliken_spin": [4.841, 0.000, -0.020, 0.028, 0.031, 0.004, -0.001, -0.012, 0.027, 0.026, 0.002, 0.002, 0.011, 0.006, 0.018, 0.000, 0.001, 0.011, 0.020, 0.005, 0.000], "spin_multiplicity": 6, "total_energy_ev": -60110.145, "e_above_lowest_kj_mol": 68.0, "total_charge": -2, "gap_ha": [0.2646, 0.2811], "lumo_ev": [5.330, 5.325], "homo_energy_ha": [-0.0687, -0.0854], "s2": 8.752}

---

Record 5
{"formula": "C4H4MnO2", "method": "ωB97M-V/def2-TZVPD", "elements": ["H", "O", "C", "C", "C", "H", "H", "H", "C", "O", "Mn"], "coordinates": [[-1.673, 1.711, 1.718], [1.798, -1.844, 0.231], [0.590, -1.627, -0.483], [-0.019, -0.363, -0.087], [-0.549, 0.682, 0.308], [1.756, -2.711, 0.647], [-0.127, -2.444, -0.292], [0.781, -1.605, -1.570], [-0.976, 1.879, 0.869], [-1.091, 2.990, 0.166], [-0.490, 3.332, -1.508]], "forces_ev_per_angstrom": [[0.73, 0.92, -0.26], [-0.11, 0.05, -0.16], [-0.02, -0.45, -0.13], [-0.73, 1.22, 0.42], [1.29, -0.56, -0.79], [0.06, 0.04, 0.01], [0.13, 0.31, -0.13], [0.00, -0.05, 0.32], [-1.33, -2.66, 1.27], [-0.12, 1.53, -0.92], [0.11, -0.35, 0.37]], "mulliken_spin": [0.016, 0.027, 0.041, 0.411, -0.236, -0.004, 0.012, 0.007, 0.640, 0.227, 4.859], "spin_multiplicity": 7, "total_energy_ev": -39615.336, "e_above_lowest_kj_mol": 0.0, "total_charge": 1, "gap_ha": [0.1344, 0.2266], "lumo_ev": [-7.239, -7.295], "homo_energy_ha": [-0.4005, -0.4947], "s2": 12.030}

---

Record 6
{"formula": "C4H4N2", "method": "ωB97M-V/def2-TZVPD", "elements": ["C", "C", "C", "C", "H", "H", "H", "H", "N", "N"], "coordinates": [[-1.067, 1.875, 1.031], [-0.027, -1.207, 0.243], [0.932, -0.980, -0.826], [1.729, -0.788, -1.705], [-1.170, 2.912, 0.736], [-1.539, 1.570, 2.033], [-0.210, -2.197, 0.621], [2.520, -0.747, -2.450], [-0.595, 1.003, 0.140], [-0.691, -0.280, 0.803]], "forces_ev_per_angstrom": [[-0.08, -2.20, -1.40], [0.55, 0.80, -0.64], [-0.39, -0.24, 0.07], [0.65, -0.39, -0.27], [0.30, 0.02, -0.12], [1.05, 0.22, -1.54], [0.32, -0.34, 0.10], [-0.74, 0.16, 0.54], [-1.22, 1.48, 4.08], [-0.44, 0.49, -0.82]], "nbo_charge": [-0.056, 0.036, -0.099, -0.160, 0.182, 0.185, 0.213, 0.243, -0.277, -0.267], "total_energy_ev": -7188.762, "e_above_lowest_kj_mol": 378.8, "total_charge": 0, "gap_ha": 0.3604, "lumo_ev": 0.111, "homo_energy_ha": -0.3563}

---

Record 7
{"formula": "C4H4N2", "method": "ωB97M-V/def2-TZVPD", "elements": ["C", "C", "N", "N", "C", "C", "H", "H", "H", "H"], "coordinates": [[0.027, 0.768, -0.626], [1.544, -0.648, -0.006], [0.677, -1.531, 0.201], [-0.542, -1.633, 0.031], [-1.029, -0.239, -0.205], [-0.572, 0.931, 0.538], [0.461, 1.312, -1.452], [2.197, -0.308, 0.795], [-2.038, -0.282, -0.610], [-0.806, 1.601, 1.354]], "forces_ev_per_angstrom": [[-0.07, 0.17, 0.02], [-0.22, -0.28, 0.17], [-0.07, 0.27, -0.15], [0.42, 0.01, 0.11], [-0.23, 0.05, -0.08], [0.10, -0.05, -0.13], [-0.06, -0.07, 0.15], [-0.07, -0.03, -0.05], [0.15, 0.02, 0.07], [0.06, -0.10, -0.13]], "nbo_charge": [-0.198, -0.077, -0.100, -0.214, -0.156, -0.149, 0.244, 0.203, 0.215, 0.233], "total_energy_ev": -7186.760, "e_above_lowest_kj_mol": 572.0, "total_charge": 0, "gap_ha": 0.3202, "lumo_ev": 0.116, "homo_energy_ha": -0.3159}

---

Record 8
{"formula": "C4H4N2", "method": "ωB97M-V/def2-TZVPD", "elements": ["C", "C", "C", "C", "N", "N", "H", "H", "H", "H"], "coordinates": [[0.552, -0.334, 0.575], [0.786, 0.332, -0.649], [-0.516, -1.175, -0.120], [-0.237, 1.049, 0.123], [-1.698, -0.513, -0.154], [-1.616, 0.732, 0.089], [1.219, -0.498, 1.517], [1.628, 0.676, -1.365], [-0.254, -2.251, -0.365], [0.137, 1.981, 0.348]], "forces_ev_per_angstrom": [[1.21, 1.42, 1.42], [0.40, -1.44, -1.46], [1.92, 0.62, -0.18], [-0.07, -2.48, -0.01], [-0.66, -0.90, -0.04], [0.82, -0.21, -0.42], [-1.30, 0.05, -1.88], [-1.48, -0.87, 1.52], [-0.93, 1.69, 0.03], [0.10, 2.14, 1.02]], "nbo_charge": [-0.247, -0.142, -0.073, -0.154, -0.186, -0.148, 0.233, 0.247, 0.246, 0.226], "total_energy_ev": -7187.462, "e_above_lowest_kj_mol": 504.3, "total_charge": 0, "gap_ha": [0.3279, 0.3279], "lumo_ev": [-0.139, -0.139], "homo_energy_ha": [-0.3330, -0.3330]}

---

Record 9
{"formula": "C4H4N2", "method": "ωB97M-V/def2-TZVPD", "elements": ["C", "C", "C", "C", "N", "N", "H", "H", "H", "H"], "coordinates": [[0.899, 0.893, 1.112], [0.650, 1.873, 0.248], [-0.225, 0.124, 0.326], [0.123, -1.268, -0.144], [-0.196, 1.996, -0.831], [-0.765, 0.901, -0.796], [-1.080, 0.150, 0.957], [-0.269, -1.939, 0.551], [1.185, -1.410, -0.282], [-0.321, -1.319, -1.141]], "forces_ev_per_angstrom": [[0.01, 3.05, -1.91], [0.17, -4.36, 2.67], [0.85, 0.46, 0.28], [0.47, 1.40, -1.33], [0.33, 2.13, -0.61], [-0.66, -0.43, -1.40], [-0.68, -0.23, 1.05], [-0.50, -1.45, 0.84], [0.23, 0.01, 0.19], [-0.22, -0.59, 0.22]], "nbo_charge": [-0.187, 0.233, -0.117, -0.602, -0.180, -0.106, 0.260, 0.228, 0.235, 0.235], "total_energy_ev": -7186.017, "e_above_lowest_kj_mol": 643.7, "total_charge": 0, "gap_ha": 0.3237, "lumo_ev": -1.382, "homo_energy_ha": -0.3744}

---

Record 10
{"formula": "C4H4N2", "method": "ωB97M-V/def2-TZVPD", "elements": ["C", "C", "N", "N", "C", "C", "H", "H", "H", "H"], "coordinates": [[0.002, -1.067, -0.555], [-1.257, -0.736, -0.621], [-1.702, 0.922, 0.243], [-0.882, 1.541, 0.815], [0.969, 1.023, 0.742], [1.207, -0.062, 0.060], [0.538, -1.972, -0.850], [-2.266, -0.982, -0.930], [1.347, 1.864, 1.313], [2.137, -0.546, -0.248]], "forces_ev_per_angstrom": [[0.57, 1.40, 0.69], [0.56, 1.88, 1.13], [1.56, -0.92, -0.15], [0.86, -1.37, -0.84], [-2.18, -0.29, -0.44], [-1.57, -0.48, -0.29], [-0.71, 0.20, -0.14], [0.69, -0.41, 0.00], [0.35, -0.59, -0.44], [-0.11, 0.58, 0.48]], "nbo_charge": [-0.271, -0.112, -0.088, -0.087, -0.112, -0.272, 0.233, 0.238, 0.239, 0.233], "total_energy_ev": -7187.421, "e_above_lowest_kj_mol": 508.2, "total_charge": 0, "gap_ha": 0.3248, "lumo_ev": 0.788, "homo_energy_ha": -0.2958}

---

Record 11
{"formula": "C4H4N2O", "method": "ωB97M-V/def2-TZVPD", "elements": ["O", "C", "C", "C", "N", "C", "N", "H", "H", "H", "H"], "coordinates": [[2.362, -0.877, -0.232], [1.230, -0.517, -0.031], [0.826, 0.948, 0.025], [-0.625, 1.340, -0.095], [-1.398, 0.250, -0.080], [-0.986, -1.090, 0.066], [0.212, -1.499, 0.138], [1.185, 1.384, 0.970], [1.405, 1.499, -0.726], [-2.403, 0.372, -0.145], [-1.807, -1.810, 0.111]], "forces_ev_per_angstrom": [[-0.35, 0.25, 0.08], [0.32, -0.05, -0.07], [-0.07, -0.03, -0.03], [0.02, -0.58, 0.03], [0.06, 0.28, -0.06], [0.23, -0.08, 0.03], [-0.26, 0.13, -0.08], [-0.09, -0.09, -0.06], [-0.09, -0.06, 0.09], [0.15, 0.11, -0.01], [0.08, 0.12, 0.09]], "nbo_charge": [-0.508, 0.647, -0.688, 0.182, -0.622, 0.301, -0.474, 0.287, 0.282, 0.405, 0.188], "total_energy_ev": -9238.112, "e_above_lowest_kj_mol": 229.2, "total_charge": 0, "gap_ha": 0.3075, "lumo_ev": -0.469, "homo_energy_ha": -0.3247}

---

Record 12
{"formula": "C4H4N2O", "method": "ωB97M-V/def2-TZVPD", "elements": ["O", "C", "C", "C", "N", "C", "N", "H", "H", "H", "H"], "coordinates": [[2.294, -1.421, 0.007], [1.305, -0.744, 0.004], [1.220, 0.729, -0.038], [0.037, 1.390, -0.048], [-1.210, 0.738, -0.012], [-0.849, -0.459, 0.024], [-0.029, -1.364, 0.045], [2.157, 1.264, -0.064], [-0.039, 2.470, -0.086], [-2.438, -1.288, 0.458], [-2.449, -1.315, -0.290]], "forces_ev_per_angstrom": [[-0.31, 0.28, 0.00], [0.52, 0.01, -0.01], [0.01, 0.08, -0.01], [0.38, 0.10, -0.01], [0.09, -0.33, 0.01], [0.42, 0.10, -0.01], [-0.28, 0.33, -0.01], [-0.04, 0.01, -0.01], [0.09, -0.11, 0.01], [-0.44, -0.23, 0.04], [-0.45, -0.23, -0.01]], "nbo_charge": [-0.530, 0.626, -0.399, 0.049, -0.548, 0.712, -0.528, 0.249, 0.227, 0.071, 0.071], "total_energy_ev": -9237.028, "e_above_lowest_kj_mol": 333.9, "total_charge": 0, "gap_ha": 0.3501, "lumo_ev": -0.115, "homo_energy_ha": -0.3543}